[1]
Formula: C12H15F5N3O3
Source: OMol25
Level of theory: wB97M-V/def2-TZVPD

```
38
Properties=species:S:1:pos:R:3
C -2.7036 0.4669 0.6774
C -2.7543 1.9595 0.0794
C -3.2887 1.8776 -1.4639
C -1.3247 2.7086 0.0155
C -0.2113 2.1286 1.0288
C 0.7043 0.9648 0.4183
C 1.5802 0.9628 -0.8936
N 2.2983 -0.2972 -1.0899
N 3.1465 -0.7424 -2.0932
C 2.5095 -2.0257 -2.5727
O 2.8172 -3.1597 -2.1317
F 1.5091 -1.9966 -3.5927
C 4.5167 -1.0320 -1.6085
O 5.3150 -1.6062 -2.3944
F 5.0333 -0.6655 -0.3335
C 1.9209 -1.0752 0.0710
N 1.0002 -0.3978 0.9555
C 0.4872 -0.9836 2.2299
O -0.7799 -1.6683 2.1205
C -0.6494 -2.9752 1.5781
F 0.3185 -3.7957 2.2117
F -1.9189 -3.6212 1.7960
F -0.4820 -2.9851 0.1416
H -3.7775 0.0295 0.6314
H -2.4372 0.4973 1.8071
H -1.9480 -0.1932 0.1066
H -3.5151 2.5957 0.6607
H -2.6325 1.1033 -2.0287
H -4.4046 1.5661 -1.4687
H -3.1464 2.9288 -1.9186
H -1.5111 3.8124 0.3304
H -0.9460 2.7486 -1.0655
H -0.7088 1.7987 2.0228
H 0.4592 3.0319 1.3236
H 1.6684 1.8434 -1.6182
H 2.2135 -2.1250 0.4226
H 0.3073 -0.0869 2.9456
H 1.3346 -1.5922 2.6992
```

Summary:
- total charge = +1
- frontier orbital gap (eV) = 8.87
- HOMO (hartree) = -0.502
- SMILES = CC(C)CCc1cn(N(C(=O)F)C(=O)F)c[n+]1COC(F)(F)F

How is the electron density shared among the atoms? According to natural (NBO), the charges in e are:
1 C -0.64
2 C -0.22
3 C -0.62
4 C -0.41
5 C -0.48
6 C 0.23
7 C -0.04
8 N -0.20
9 N -0.31
10 C 0.95
11 O -0.45
12 F -0.28
13 C 0.93
14 O -0.44
15 F -0.30
16 C 0.25
17 N -0.36
18 C 0.06
19 O -0.47
20 C 1.16
21 F -0.31
22 F -0.30
23 F -0.33
24 H 0.25
25 H 0.20
26 H 0.20
27 H 0.22
28 H 0.20
29 H 0.23
30 H 0.22
31 H 0.24
32 H 0.22
33 H 0.25
34 H 0.27
35 H 0.29
36 H 0.29
37 H 0.25
38 H 0.24



[2]
Formula: C5H8O2
Source: OMol25
Level of theory: wB97M-V/def2-TZVPD

```
15
Properties=species:S:1:pos:R:3
O -2.1824 -0.6174 1.4208
C -1.1010 -0.3076 1.8675
C 0.1851 -0.4804 1.0905
C 0.0821 0.2092 -0.2777
O -0.9536 1.1421 -0.3836
C 1.3316 0.6084 -0.9842
C 0.4739 -0.5063 -1.5373
H -1.0224 0.1469 2.8743
H 0.3372 -1.5591 0.9569
H 1.0241 -0.0895 1.6774
H -1.7818 0.6452 -0.2991
H 2.2832 0.3550 -0.5222
H 1.3035 1.5631 -1.5008
H -0.1182 -0.2741 -2.4185
H 0.8419 -1.5272 -1.4762
```

Summary:
- frontier orbital gap (eV) = 10.79
- energy relative to the best compared isomer or geometry (same formula, charge and spin) (kcal per mole) = 37.3
- HOMO (hartree) = -0.363
- SMILES = O=CCC1(O)CC1

How is the electron density shared among the atoms? According to natural (NBO), the charges in e are:
1 O -0.54
2 C 0.46
3 C -0.54
4 C 0.24
5 O -0.70
6 C -0.43
7 C -0.44
8 H 0.12
9 H 0.24
10 H 0.22
11 H 0.48
12 H 0.21
13 H 0.23
14 H 0.23
15 H 0.21



[3]
Formula: C2H8O
Source: OMol25
Level of theory: wB97M-V/def2-TZVPD

```
11
Properties=species:S:1:pos:R:3
C -0.1811 -0.1454 0.3052
C 0.4060 -1.0621 1.3677
H 0.2890 -0.3152 -0.6571
H -0.1591 0.9256 0.5053
H -1.2339 -0.4006 0.1085
H -0.0740 -0.9171 2.3476
H 0.3387 -2.0925 1.0061
H 1.4741 -0.9336 1.5551
H -0.0133 1.9410 -1.4713
H -0.7962 1.2078 -2.6406
O -0.0502 1.7921 -2.4266
```

Summary:
- total charge = -1
- frontier orbital gap (alpha / beta) (eV) = 3.06 / 11.31
- <S²> = 0.750
- energy relative to the best compared isomer or geometry (same formula, charge and spin) (kcal per mole) = 2.5
- HOMO (alpha / beta) (hartree) = 0.049 / -0.252
- 2S+1 = 2

How is the electron density shared among the atoms? According to natural (NBO), the charges in e are:
1 C -1.13
2 C -0.65
3 H 0.20
4 H 0.16
5 H 0.17
6 H 0.19
7 H 0.19
8 H 0.18
9 H 0.44
10 H 0.39
11 O -1.13



[4]
Formula: C22H23N3O7S
Source: OMol25
Level of theory: wB97M-V/def2-TZVPD

```
56
Properties=species:S:1:pos:R:3
C -5.9416 -1.2245 -1.7857
O -4.6467 -1.2398 -2.3512
C -3.5781 -1.3723 -1.5343
C -3.6464 -1.5516 -0.1545
C -2.4836 -1.6233 0.5868
C -1.2387 -1.4869 -0.0165
C -0.0320 -1.5445 0.8391
O 0.1227 -2.3750 1.7125
N 0.9695 -0.6269 0.6163
C 1.0678 0.4202 -0.2903
C 0.1254 1.3096 -0.6374
C -1.2130 1.4392 -0.0837
C -1.4678 1.2892 1.2831
C -2.7536 1.3710 1.7685
C -3.8051 1.5766 0.8802
N -5.1530 1.5236 1.3562
O -6.0330 1.3815 0.5257
O -5.3443 1.5919 2.5522
C -3.5663 1.7839 -0.4748
C -2.2734 1.7426 -0.9433
C 2.4126 0.4664 -0.9786
O 2.5510 0.2182 -2.1571
N 3.4395 0.7380 -0.1435
C 4.8028 0.7872 -0.6056
C 5.6944 -0.2424 0.1141
C 5.0923 -1.6412 0.0826
S 3.8882 -1.8581 1.4509
C 3.1460 -3.4364 0.9617
C 5.3720 2.1822 -0.3875
O 4.8425 3.0323 0.2730
O 6.5455 2.3409 -0.9961
C -1.1685 -1.3708 -1.4039
C -2.3231 -1.3202 -2.1508
H -6.1732 -2.1731 -1.2928
H -6.0643 -0.4008 -1.0759
H -6.6222 -1.0808 -2.6229
H -4.5974 -1.6354 0.3466
H -2.5326 -1.7661 1.6557
H 1.8486 -0.8919 1.0702
H 0.3658 1.9761 -1.4543
H -0.6496 1.1020 1.9607
H -2.9690 1.2456 2.8186
H -4.3978 1.9703 -1.1373
H -2.0750 1.8998 -1.9921
H 3.2646 1.0688 0.7934
H 4.7817 0.5716 -1.6805
H 5.8375 0.0609 1.1541
H 6.6673 -0.2471 -0.3790
H 5.8674 -2.3951 0.2219
H 4.5698 -1.8239 -0.8567
H 2.8438 -3.3805 -0.0807
H 3.8606 -4.2400 1.1140
H 2.2718 -3.5780 1.5910
H 6.8992 3.2316 -0.8387
H -0.2107 -1.3259 -1.9004
H -2.2859 -1.2280 -3.2245
```

Summary:
- frontier orbital gap (eV) = 7.83
- energy relative to the best compared isomer or geometry (same formula, charge and spin) (kcal per mole) = 76.1
- HOMO (hartree) = -0.313
- SMILES = COc1ccc(C(=O)N/C(=C\c2ccc([N+](=O)[O-])cc2)C(=O)N[C@H](CCSC)C(=O)O)cc1

How is the electron density shared among the atoms? According to natural (NBO), the charges in e are:
1 C -0.26
2 O -0.49
3 C 0.33
4 C -0.28
5 C -0.14
6 C -0.21
7 C 0.69
8 O -0.60
9 N -0.67
10 C 0.12
11 C -0.24
12 C -0.03
13 C -0.20
14 C -0.18
15 C 0.01
16 N 0.53
17 O -0.40
18 O -0.37
19 C -0.19
20 C -0.14
21 C 0.66
22 O -0.61
23 N -0.61
24 C -0.17
25 C -0.41
26 C -0.51
27 S 0.17
28 C -0.74
29 C 0.79
30 O -0.59
31 O -0.68
32 C -0.16
33 C -0.27
34 H 0.18
35 H 0.20
36 H 0.20
37 H 0.22
38 H 0.23
39 H 0.43
40 H 0.23
41 H 0.23
42 H 0.25
43 H 0.25
44 H 0.22
45 H 0.42
46 H 0.26
47 H 0.21
48 H 0.24
49 H 0.23
50 H 0.22
51 H 0.22
52 H 0.22
53 H 0.26
54 H 0.50
55 H 0.23
56 H 0.23



[5]
Formula: C6H10O
Source: OMol25
Level of theory: wB97M-V/def2-TZVPD

```
17
Properties=species:S:1:pos:R:3
C -0.2865 1.7484 -0.4040
C -0.8524 0.7533 -1.0787
C -2.2734 0.4860 -0.8010
O -3.0292 0.0042 -1.6119
H 0.6465 2.2084 -0.7038
H -0.7874 2.1404 0.4795
H -0.4010 0.2281 -1.9171
H -2.6324 0.8727 0.1792
C -0.1128 -1.6608 0.5972
C 1.0708 -1.2291 0.1752
C 1.9448 -0.2795 0.9373
H -0.7367 -2.3203 -0.0002
H -0.5209 -1.3273 1.5506
H 1.4316 -1.5340 -0.8085
H 2.8798 -0.7666 1.2371
H 1.4414 0.0829 1.8401
H 2.2179 0.5930 0.3290
```

Summary:
- frontier orbital gap (eV) = 10.03
- energy relative to the best compared isomer or geometry (same formula, charge and spin) (kcal per mole) = 38.4
- HOMO (hartree) = -0.350
- SMILES = C=CC=O.C=CC

How is the electron density shared among the atoms? According to natural (NBO), the charges in e are:
1 C -0.34
2 C -0.28
3 C 0.40
4 O -0.52
5 H 0.21
6 H 0.20
7 H 0.22
8 H 0.10
9 C -0.41
10 C -0.16
11 C -0.65
12 H 0.21
13 H 0.19
14 H 0.19
15 H 0.22
16 H 0.21
17 H 0.21



[6]
Formula: C8H17Cl14HgO
Source: OMol25
Level of theory: wB97M-V/def2-TZVPD

```
41
Properties=species:S:1:pos:R:3
Hg 18.1317 -20.5058 -18.3494
C 15.4384 -18.2891 -19.5328
O 16.5156 -19.1958 -19.4085
H 14.8419 -18.4492 -20.4310
H 14.7865 -18.4646 -18.6770
H 15.7195 -17.2429 -19.4119
C 13.2997 -13.9732 -17.8648
Cl 14.6499 -14.6147 -18.7788
Cl 13.5979 -12.2247 -17.6134
H 12.3772 -14.1776 -18.4084
H 13.2006 -14.4069 -16.8697
C 15.1596 -18.1017 -15.3624
Cl 16.4827 -19.2214 -15.4426
Cl 15.7314 -16.4262 -15.1284
H 14.5449 -18.1991 -16.2572
H 14.6253 -18.3859 -14.4558
C 16.1657 -20.8218 -22.7567
Cl 15.4181 -19.9236 -24.1141
Cl 17.1352 -22.1837 -23.3105
H 16.8151 -20.2190 -22.1218
H 15.3214 -21.2260 -22.1982
C 11.3298 -17.2484 -18.9981
Cl 10.3015 -15.8855 -19.4412
Cl 12.0173 -16.9494 -17.3398
H 10.6576 -18.0929 -18.8461
H 12.1550 -17.5017 -19.6637
C 18.0477 -16.3318 -17.5430
Cl 18.6253 -15.3650 -18.8988
Cl 18.9765 -17.8518 -17.4116
H 18.1217 -15.6828 -16.6704
H 16.9763 -16.4983 -17.6552
C 18.1317 -16.9490 -21.7917
Cl 19.6508 -15.9918 -22.0428
Cl 17.1771 -17.0232 -23.2652
H 18.2726 -17.9118 -21.3005
H 17.5179 -16.4028 -21.0754
C 13.8919 -16.5016 -22.8728
Cl 14.5366 -15.2473 -21.8447
Cl 12.1443 -16.7279 -22.5271
H 14.0998 -16.2376 -23.9097
H 14.4247 -17.4362 -22.6976
```

Summary:
- total charge = +1
- frontier orbital gap (eV) = 4.01
- energy relative to the best compared isomer or geometry (same formula, charge and spin) (kcal per mole) = 20.0
- HOMO (hartree) = -0.471

How is the electron density shared among the atoms? According to natural (NBO), the charges in e are:
1 Hg 1.19
2 C -0.28
3 O -0.66
4 H 0.22
5 H 0.21
6 H 0.20
7 C -0.40
8 Cl -0.04
9 Cl -0.02
10 H 0.23
11 H 0.23
12 C -0.40
13 Cl -0.04
14 Cl -0.02
15 H 0.23
16 H 0.24
17 C -0.40
18 Cl -0.02
19 Cl -0.01
20 H 0.21
21 H 0.22
22 C -0.37
23 Cl 0.02
24 Cl -0.09
25 H 0.23
26 H 0.23
27 C -0.41
28 Cl 0.03
29 Cl -0.03
30 H 0.26
31 H 0.24
32 C -0.40
33 Cl -0.02
34 Cl 0.00
35 H 0.20
36 H 0.22
37 C -0.41
38 Cl -0.01
39 Cl -0.04
40 H 0.24
41 H 0.22



Q: What is the formula in the fourth record?
A: C22H23N3O7S